Record 1
# C31H32BF4N6OSV

A structure of composition C31H32BF4N6OSV (wB97M-V/def2-TZVPD, OMol25).

XYZ file:
```
77
Properties=species:S:1:pos:R:3:forces:R:3:mulliken_spin:R:1
V -0.2930 0.2560 0.0158 -0.4 -0.5 1.1 3.0202
C 3.3920 -3.6067 1.5153 -0.1 0.0 0.1 0.0014
C 4.1755 -3.7141 0.2077 -0.1 0.0 -0.2 -0.0021
C 5.6185 -3.2554 0.4560 0.1 0.0 0.0 0.0001
C 4.1809 -5.1876 -0.2383 -0.1 0.0 0.0 0.0002
C 3.5512 -2.8466 -0.8907 0.1 0.0 0.0 0.0289
C 4.0008 -2.9801 -2.2207 0.0 0.0 0.0 -0.0028
C 3.4638 -2.2340 -3.2488 0.0 0.0 0.0 0.0040
C 2.4479 -1.3277 -2.9459 0.3 -0.2 -0.3 0.0099
S 1.5677 -0.2704 -3.9934 0.0 0.1 -0.5 0.0181
C 0.6509 0.3076 -2.6493 -0.3 0.6 0.3 0.0283
N 0.9547 -0.2331 -1.5006 1.5 -1.2 -1.2 -0.0785
C 1.9994 -1.1786 -1.6486 -0.7 0.6 0.4 -0.0082
C 2.5579 -1.9262 -0.6157 0.0 -0.1 0.1 0.0224
C -0.3386 1.4010 -2.6658 0.2 -0.2 0.2 -0.1013
C -0.6671 2.1019 -3.8276 0.0 0.0 -0.2 -0.0140
C -1.5314 3.1790 -3.7595 0.0 0.0 0.1 0.0365
C -2.0624 3.5354 -2.5158 0.1 0.0 -0.2 -0.0211
C -1.7429 2.8130 -1.3785 0.3 -0.5 0.1 -0.1183
C -0.8573 1.6972 -1.3770 -0.6 0.9 -0.8 0.0548
H 3.7961 -4.3245 2.2358 0.0 0.1 0.0 0.0000
H 2.3286 -3.8243 1.3719 0.1 0.0 0.0 -0.0001
H 3.4746 -2.6079 1.9557 0.0 -0.1 -0.1 -0.0003
H 6.0908 -3.8746 1.2285 -0.1 0.1 -0.1 0.0000
H 5.6391 -2.2142 0.7886 0.0 -0.1 0.0 0.0000
H 6.2208 -3.3293 -0.4548 -0.1 0.0 0.1 0.0000
H 4.4858 -5.8276 0.5957 0.0 0.0 -0.1 0.0000
H 4.8766 -5.3658 -1.0629 -0.1 0.0 0.1 0.0001
H 3.1845 -5.5002 -0.5652 0.1 0.0 0.1 -0.0001
H 4.7840 -3.6948 -2.4548 -0.1 0.1 0.0 0.0000
H 3.8172 -2.3615 -4.2657 0.0 0.0 0.1 -0.0002
H 2.1630 -1.7989 0.3830 0.0 0.0 -0.1 0.0017
H -0.2484 1.8080 -4.7880 0.0 0.0 0.1 0.0015
H -1.7886 3.7387 -4.6520 0.0 0.0 0.0 0.0044
H -2.7412 4.3809 -2.4506 0.0 0.0 0.0 -0.0016
H -2.2218 3.1169 -0.4531 0.0 0.0 0.1 0.0094
C 1.4198 1.1236 1.1576 0.2 0.4 0.5 0.0526
C 1.2483 2.4739 1.6626 -0.1 -0.2 -0.1 0.0124
C 0.9392 2.7442 3.0191 0.1 0.1 0.1 -0.0028
C 0.7448 4.0288 3.4959 0.0 -0.3 0.1 0.0011
C 0.8299 5.1244 2.6394 -0.1 0.9 0.3 -0.0059
C 1.1127 4.8917 1.2913 0.0 -0.1 -0.3 0.0036
C 1.3094 3.6093 0.8171 -0.1 0.1 0.1 -0.0122
C 0.6522 6.4800 3.1483 0.1 -0.9 -0.4 0.0010
N 0.5116 7.5510 3.5490 0.0 0.0 0.0 -0.0013
H 1.5835 0.4276 1.9911 0.1 -0.1 -0.1 -0.0045
H 2.2336 1.0589 0.4336 0.0 0.0 -0.1 -0.0173
H 0.8583 1.9044 3.7019 0.0 0.0 0.0 0.0005
H 0.5299 4.1953 4.5460 0.0 0.0 0.0 0.0000
H 1.1661 5.7335 0.6119 0.0 0.0 0.0 0.0003
H 1.4846 3.4482 -0.2402 0.0 0.0 0.0 0.0075
N -3.9015 -1.5868 1.4060 -0.2 0.1 -0.2 -0.0008
C -4.5975 -1.0076 0.3337 0.3 -0.1 0.3 0.0031
C -5.9024 -1.4041 0.0218 -0.1 -0.1 0.0 0.0002
C -6.5478 -0.7699 -1.0199 -0.1 -0.1 0.1 0.0000
C -5.8939 0.2365 -1.7225 0.0 0.0 0.0 -0.0001
C -4.6064 0.5569 -1.3301 0.2 -0.1 0.2 0.0079
N -3.9620 -0.0428 -0.3183 -0.4 0.3 -0.4 0.0079
H -4.1116 -2.5662 1.5225 0.0 -0.1 0.0 -0.0001
H -2.9002 -1.4723 1.2923 0.1 0.1 -0.1 0.0045
H -6.3826 -2.1957 0.5891 0.0 0.1 -0.1 0.0000
H -7.5588 -1.0580 -1.2841 0.0 0.0 0.0 0.0000
H -6.3604 0.7497 -2.5546 0.0 0.0 0.1 0.0000
H -4.0432 1.3257 -1.8519 0.0 0.0 0.1 -0.0015
F -0.3656 -2.0775 0.9264 0.0 -0.1 -0.3 -0.0001
B -0.9310 -2.7453 -0.2338 -0.1 0.0 0.1 0.0476
F -1.4327 -1.6539 -1.0186 0.0 -0.2 0.2 0.0002
F -1.9782 -3.5891 0.1760 0.4 0.4 -0.1 0.0002
F 0.0496 -3.4579 -0.9197 -0.4 0.3 0.2 -0.0011
N -3.2273 0.9048 3.1161 -0.4 0.0 0.2 0.0060
C -2.2660 1.3190 2.2543 0.4 -0.1 -0.7 -0.0057
N -2.0380 2.6502 2.1663 0.0 0.3 0.1 0.0129
O -1.6392 0.5156 1.5601 -0.4 -0.2 0.6 -0.0217
H -3.9035 1.6018 3.3795 0.0 0.0 0.0 -0.0003
H -3.6266 0.0030 2.8747 0.1 -0.1 0.0 -0.0016
H -2.2599 3.2208 2.9654 0.0 0.0 0.0 -0.0009
H -1.1668 2.8966 1.7140 0.0 0.0 0.0 0.0149
```
Forces are in eV/Å.

## Properties
- relative energy (zero: lowest compared OMol25 entry of this formula, charge and spin) (eV) = 0.582
- E_HOMO (spin up / spin down) (eV) = -3.673 / -4.511
- frontier orbital gap (spin up / spin down) (eV) = 6.155 / 6.989
- multiplicity = 4
- net charge = -1
- M (Da) = 674.5
- energy (Eh) = -3371.21680

=====

Record 2
# C31H32Cl2LuN2O7P3S

A structure of composition C31H32Cl2LuN2O7P3S (wB97M-V/def2-TZVPD, OMol25).

XYZ file:
```
79
Properties=species:S:1:pos:R:3:forces:R:3:lowdin_charge:R:1
Lu -0.9294 0.6631 1.3714 -1.6 3.7 0.3 1.5102
O 0.1152 -2.4049 4.1487 -1.1 -0.2 -0.2 -0.0972
P 0.0403 -1.2637 3.0504 -0.8 0.9 -1.4 0.3017
O -0.2302 0.1457 3.5605 0.3 -1.9 -0.5 -0.3563
O -0.9748 -1.5617 1.8660 2.7 -0.2 3.1 -0.4680
O 1.6348 -1.3743 2.5686 -1.1 -0.1 0.7 -0.2806
P 2.1041 -0.6516 1.2091 -1.1 2.9 -0.9 0.2090
O 3.4839 0.1388 1.6041 0.1 -1.5 0.0 -0.1360
O 2.2273 -1.6609 0.1536 1.6 -0.3 -0.3 -0.3591
O 1.1186 0.5150 0.9487 2.4 -2.1 0.0 -0.4551
H 0.9431 -2.3963 4.6202 0.5 0.0 0.2 0.0760
H 4.2386 -0.4878 1.5738 -0.7 0.5 0.0 0.0752
C 3.2200 3.0435 -3.5221 1.0 0.2 2.3 -0.0526
C 2.9946 1.4935 -3.6061 -0.9 1.1 0.7 -0.5521
C 3.5775 1.0946 -4.9453 0.6 -1.1 -1.7 -0.0881
C 3.6416 0.7580 -2.4162 -0.2 1.2 0.1 -0.0508
C 1.4739 1.3521 -3.4640 -1.1 -0.7 -0.1 -0.1824
C 0.6402 1.8064 -4.4963 -0.1 0.3 -0.6 -0.0569
C -0.7500 1.9004 -4.4100 0.9 0.1 0.0 -0.0901
C -1.3592 1.5265 -3.2035 1.6 0.2 -1.2 -0.5197
S -2.9933 1.7323 -2.7839 -0.4 -0.7 0.4 1.1085
C -2.6558 0.8449 -1.3215 0.1 -0.6 1.2 -0.5315
N -1.4056 0.5530 -1.0731 0.9 0.5 -1.7 0.0300
C -0.5769 0.9349 -2.2002 -0.5 0.1 1.0 -0.1997
C 0.8405 0.8345 -2.3308 -0.8 0.3 -0.3 0.0661
C -3.7139 0.5111 -0.3517 -1.4 0.0 -0.2 -0.2979
C -5.0343 0.2378 -0.7684 0.9 0.3 -0.6 -0.0974
C -6.0374 0.3026 0.1659 -1.0 -0.5 0.4 -0.1401
C -5.7528 0.5697 1.4984 2.0 0.1 0.1 -0.1002
C -4.4037 0.5412 1.9437 -2.2 0.2 0.3 -0.1637
C -3.4237 0.5412 1.0105 3.2 -0.1 -0.9 -0.1855
H 4.3082 3.2362 -3.3182 -0.8 -0.1 0.0 0.0882
H 2.6189 3.5807 -2.7161 0.8 -1.0 -0.8 0.1137
H 3.0098 3.5632 -4.4234 -0.4 0.2 -1.1 0.0490
H 4.6877 1.2337 -4.9085 -0.8 -0.2 0.0 0.0835
H 3.2380 1.7270 -5.8131 0.1 -0.4 1.0 0.0745
H 3.3894 0.0222 -5.2875 0.2 1.2 0.8 0.1017
H 4.7368 0.8438 -2.4707 -0.3 -0.2 0.0 0.0819
H 3.2845 -0.2704 -2.4135 0.4 -0.1 0.2 0.0842
H 3.2930 1.2589 -1.4742 0.5 -0.6 -0.7 0.1050
H 1.1499 2.0994 -5.4204 -0.4 0.1 0.2 0.0990
H -1.2968 2.2894 -5.2720 0.0 -0.1 0.4 0.0987
H 1.4283 0.3789 -1.5595 -0.2 -0.1 0.5 0.0698
H -5.2415 0.0112 -1.8102 -0.1 0.0 0.0 0.0853
H -7.0816 0.0568 -0.0732 0.4 0.4 -0.2 0.0909
H -6.5103 0.9599 2.1157 -1.1 -0.2 1.0 0.0691
H -4.1067 0.6118 2.9997 -0.5 0.0 -0.3 0.0774
Cl 1.4810 4.5725 0.7148 0.6 0.1 0.2 0.5488
C 0.4687 4.8790 2.1071 -0.2 0.4 0.4 -0.6463
C 0.5297 6.0569 2.8427 -0.2 0.0 -0.5 -0.1941
C -0.5651 6.5091 3.5895 0.3 0.5 0.4 -0.1955
C -1.7331 5.7077 3.6756 0.7 1.1 0.7 -0.1959
C -1.6257 4.4606 3.1780 0.4 -0.2 -0.8 -0.6834
Cl -2.9169 3.3908 3.2280 -2.2 -0.9 0.6 0.6770
C -0.5544 3.8945 2.3231 -0.2 1.4 0.8 -0.6206
N -0.6521 2.7442 1.8364 -0.1 -2.8 -1.5 -0.2104
H 1.4323 6.6625 2.7918 -0.1 0.1 -0.2 0.0741
H -0.4526 7.4300 4.1747 -0.2 -0.3 -0.3 0.0562
H -2.6454 6.0889 4.1781 0.7 -0.5 -0.3 0.0883
C 0.4205 -4.3664 -1.5197 -0.9 -0.6 -0.3 -0.3034
P -0.0453 -3.1324 -0.2146 -0.3 -0.6 -0.3 0.9405
C -1.8329 -3.4104 -0.2098 -1.5 -1.3 -1.1 -0.3246
C 0.3985 -4.3366 1.1065 0.7 0.1 0.7 -0.3769
C -0.4384 -4.8893 2.0787 1.3 -1.3 0.3 -0.0934
C 0.0671 -5.8460 2.9991 -0.4 0.6 -0.5 -0.1021
C 1.4316 -6.1439 3.0764 -0.8 -0.5 -0.2 -0.1267
C 2.2794 -5.5418 2.1527 -1.2 1.2 -0.8 -0.1053
C 1.7729 -4.6672 1.1670 0.2 0.3 0.3 -0.1018
H 1.4675 -4.3380 -1.7059 1.0 -0.2 0.1 0.0085
H -0.0063 -4.0744 -2.4626 -0.4 0.4 -0.5 0.0149
H 0.0709 -5.4133 -1.3568 0.3 0.6 0.2 0.0492
H -2.0912 -4.4992 -0.4922 0.1 1.6 0.3 0.0613
H -2.4113 -2.6732 -0.8302 0.7 -0.8 0.2 0.0449
H -2.1908 -3.2318 0.7862 -0.2 0.1 0.5 -0.0063
H -1.4867 -4.7074 2.1354 -0.5 0.4 -0.2 0.0846
H -0.6932 -6.3229 3.6241 0.5 0.0 0.1 0.0906
H 1.7975 -6.9116 3.7770 -0.1 0.6 -0.3 0.0908
H 3.3253 -5.6346 2.2300 1.2 -0.4 0.0 0.0712
H 2.4375 -4.0982 0.4642 -0.5 -0.8 0.9 0.0982
```
Forces are in eV/Å.

## Properties
- relative energy (zero: lowest compared OMol25 entry of this formula, charge and spin) (eV) = 0.975
- E_HOMO (eV) = 0.101
- frontier orbital gap (eV) = 3.908
- multiplicity = 1
- net charge = -2
- M (Da) = 915.5
- energy (Eh) = -5415.24350

=====

Record 3
# C31H32Cl2N4OS3SiTa

A structure of composition C31H32Cl2N4OS3SiTa (wB97M-V/def2-TZVPD, OMol25).

XYZ file:
```
75
Properties=species:S:1:pos:R:3:forces:R:3:lowdin_charge:R:1
Ta 0.0673 0.4864 0.0404 0.3 0.0 0.7 1.2607
C 2.9757 -2.3116 0.9066 0.0 -0.1 0.0 0.0031
C 1.8087 -1.9280 1.7616 0.0 0.1 -0.1 -0.2949
N 0.6392 -2.3550 1.4605 -0.1 0.0 0.3 0.0659
N -0.3313 -2.0942 2.4303 0.1 0.0 -0.3 -0.0444
C -1.4101 -1.5498 2.0519 -0.1 0.0 0.3 -1.0318
S -1.8010 -1.0016 0.3965 -0.1 -0.1 -0.2 0.5501
S -2.7394 -1.2270 3.1569 0.1 0.1 0.0 0.9400
C -1.8978 -1.2225 4.7751 0.1 -0.1 0.0 -0.3813
C -2.0892 0.0892 5.4918 0.0 0.1 -0.1 -0.2956
C -1.8140 1.2985 4.8557 0.0 0.0 0.0 -0.0776
C -1.9452 2.4987 5.5334 0.0 0.0 0.0 -0.0790
C -2.3601 2.5074 6.8599 0.0 0.0 0.0 -0.0843
C -2.6519 1.3114 7.4952 0.0 0.0 0.0 -0.0746
C -2.5213 0.1086 6.8115 0.0 0.0 0.0 -0.0411
C 2.0303 -1.0003 2.8991 0.0 0.1 0.1 -0.1172
C 2.8398 -1.3032 3.9869 0.0 0.0 0.0 -0.0032
C 2.9635 -0.4078 5.0399 0.0 0.0 0.0 -0.0542
C 2.3008 0.8103 5.0083 0.0 0.1 0.0 -0.0437
C 1.5087 1.1541 3.9207 0.1 -0.1 0.1 -0.0093
C 1.3920 0.2420 2.8908 -0.2 0.0 -0.2 -0.2720
O 0.6277 0.5584 1.7908 0.1 0.1 0.1 -0.3312
H 2.7488 -3.2024 0.3241 0.0 0.0 0.0 0.0913
H 3.8498 -2.4955 1.5324 0.0 -0.1 0.0 0.0900
H 3.2473 -1.4997 0.2269 0.0 0.0 0.0 0.0641
H -0.8467 -1.4196 4.5613 0.0 0.0 0.0 0.0718
H -2.2682 -2.0529 5.3729 -0.1 0.0 0.0 0.0825
H -1.5249 1.2954 3.8094 0.0 0.0 0.0 0.0903
H -1.7368 3.4331 5.0257 0.0 0.0 0.0 0.1043
H -2.4679 3.4445 7.3901 0.0 0.0 0.0 0.1045
H -2.9898 1.3102 8.5233 0.0 0.0 0.0 0.1067
H -2.7541 -0.8239 7.3126 0.0 0.0 0.0 0.1139
H 3.3501 -2.2576 4.0250 0.0 0.0 0.0 0.1252
H 3.5780 -0.6635 5.8926 0.0 0.0 0.0 0.1129
H 2.4003 1.5033 5.8332 0.0 0.0 0.0 0.1171
H 0.9993 2.1054 3.8691 0.0 0.0 0.0 0.1249
Cl -1.1037 0.8852 -2.2623 -0.2 0.1 -0.4 0.7666
C -1.9800 2.4101 -2.1741 0.1 -0.2 0.0 -0.5810
C -2.7440 2.7688 -3.2632 0.0 0.1 0.0 -0.0863
C -3.4175 3.9793 -3.2000 0.0 0.0 0.0 -0.0501
C -3.3067 4.7816 -2.0767 0.0 0.0 0.0 -0.0833
C -2.5259 4.3831 -1.0037 0.0 0.0 0.0 -0.6746
Cl -2.4143 5.4128 0.3753 0.0 0.0 0.0 0.7155
C -1.8333 3.1675 -1.0218 -0.1 0.0 -0.1 -0.6570
S -0.8739 2.6740 0.3590 0.0 -0.1 -0.1 0.6433
H -2.8122 2.1248 -4.1283 0.0 0.0 0.0 0.1167
H -4.0317 4.2979 -4.0304 0.0 0.0 0.0 0.1201
H -3.8286 5.7263 -2.0203 0.0 0.0 0.0 0.1165
C -0.4383 -3.0119 -1.8413 0.0 0.0 0.0 -0.0481
C 0.7368 -2.1374 -2.1239 0.1 0.0 0.0 -0.3020
C 1.6894 -2.5028 -3.0608 0.0 0.0 0.0 -0.0154
C 2.7796 -1.6761 -3.3056 0.0 0.0 0.0 -0.0170
C 2.9490 -0.4968 -2.6055 0.0 0.0 0.0 -0.0021
C 1.9845 -0.1878 -1.6549 0.0 0.0 0.0 -0.4720
N 0.9037 -0.9787 -1.4495 -0.1 -0.1 -0.1 -0.0614
N 1.8986 0.8821 -0.7988 -0.1 0.0 0.0 -0.1999
Si 3.0885 2.2016 -0.6111 0.0 0.0 0.0 0.4267
C 2.8205 2.9619 1.0642 0.0 0.0 0.0 -0.1662
C 4.8158 1.4852 -0.6770 0.0 0.0 0.0 -0.1617
C 2.7841 3.4167 -1.9888 0.0 0.0 0.0 -0.1558
H -0.3634 -3.9224 -2.4316 0.0 0.0 0.0 0.0878
H -1.3766 -2.5142 -2.0866 0.0 0.0 0.0 0.0672
H -0.4649 -3.2632 -0.7823 0.0 0.0 0.0 0.0557
H 1.5679 -3.4320 -3.5977 0.0 0.0 0.0 0.1193
H 3.5078 -1.9620 -4.0540 0.0 0.0 0.0 0.1235
H 3.7894 0.1563 -2.7810 0.0 0.0 0.0 0.0992
H 3.1649 2.2990 1.8611 0.0 0.0 0.0 0.0336
H 1.7847 3.2371 1.2614 0.0 0.0 0.0 -0.0047
H 3.4142 3.8792 1.1197 0.0 0.0 0.0 0.0497
H 4.8681 0.5010 -0.2040 0.0 0.0 0.0 0.0331
H 5.4818 2.1457 -0.1147 0.0 0.0 0.0 0.0432
H 5.2259 1.4045 -1.6845 0.0 0.0 0.0 0.0302
H 1.7714 3.8237 -1.9241 0.0 0.0 0.0 0.0300
H 2.8974 2.9494 -2.9702 0.0 0.0 0.0 0.0344
H 3.4836 4.2542 -1.9363 0.0 0.0 0.0 0.0426
```
Forces are in eV/Å.

## Properties
- relative energy (zero: lowest compared OMol25 entry of this formula, charge and spin) (eV) = 1.410
- E_HOMO (eV) = -10.753
- frontier orbital gap (eV) = 7.098
- multiplicity = 1
- net charge = +1
- M (Da) = 852.8
- energy (Eh) = -3956.20846